(1)
# C32H23AsMnN2O3

A molecular structure, C32H23AsMnN2O3 at a distorted geometry (wB97M-V/def2-TZVPD, the Open Molecules 2025 dataset).

ORCA input file:
```
! wB97M-V def2-TZVPD RIJCOSX def2/J DEFGRID3
* xyz 0 6
Mn 1.08980 -0.04690 -1.87074
O -2.77551 -2.16646 -2.20916
C -3.61150 -1.16319 -1.86769
C -4.95471 -1.46527 -1.65061
C -5.83795 -0.47630 -1.26429
C -5.39928 0.83361 -1.09350
C -4.06931 1.13945 -1.30204
C -3.15761 0.15270 -1.68487
C -1.72555 0.47659 -1.84522
O -0.92357 -0.43755 -2.33406
N -1.33214 1.67014 -1.49105
N 0.02551 1.82136 -1.56797
C 0.48258 2.99857 -1.79721
C 1.88336 3.31966 -1.95217
C 2.25420 4.66968 -1.88908
C 3.55440 5.07597 -2.08733
C 4.52408 4.11575 -2.37394
C 4.19115 2.78149 -2.45873
C 2.87112 2.33645 -2.25788
O 2.58825 1.06511 -2.36793
H -1.88284 -1.76607 -2.31110
H -5.28001 -2.48825 -1.79392
H -6.87890 -0.72253 -1.09498
H -6.09157 1.61159 -0.79829
H -3.69774 2.14573 -1.17775
H -0.24239 3.80597 -1.90928
H 1.47964 5.39634 -1.66817
H 3.81955 6.12300 -2.02630
H 5.54999 4.41840 -2.54466
H 4.94152 2.03073 -2.67372
C 3.38180 -1.78611 4.75904
C 4.04651 -1.74813 3.54134
C 3.43138 -1.18465 2.43471
C 2.14266 -0.67024 2.53316
C 1.48223 -0.70269 3.75465
C 2.10284 -1.26099 4.86390
As 1.34163 0.16201 0.92347
C -0.52165 0.00306 1.45200
C -1.26376 0.96739 2.11223
C -2.59385 0.71694 2.42118
C -3.17574 -0.49128 2.06347
C -2.44150 -1.45139 1.38670
C -1.10999 -1.21047 1.06919
C -0.23739 -2.10094 0.29217
C -0.55609 -3.36712 -0.17629
C 0.36025 -4.08233 -0.93782
C 1.60265 -3.54806 -1.24074
C 1.94513 -2.28352 -0.76637
C 1.03315 -1.56607 0.01072
H 3.86217 -2.22124 5.62587
H 5.04674 -2.15344 3.45624
H 3.95773 -1.14534 1.48678
H 0.47927 -0.30389 3.84046
H 1.58082 -1.28736 5.81198
H -0.80541 1.91285 2.37719
H -3.18097 1.47065 2.92976
H -4.22011 -0.67195 2.28129
H -2.91524 -2.37797 1.08619
H -1.52343 -3.80018 0.04255
H 0.10108 -5.06917 -1.29771
H 2.30549 -4.10881 -1.84248
H 2.94702 -1.89532 -0.93115
*
```

<S²> = 8.758
orbital gap (alpha / beta) = 7.212 / 7.168 eV
lowest unoccupied orbital energy (alpha / beta) = -0.17 / -0.35 eV

Which charges does Löwdin predict for the atoms? In e, they are: 0.904 0.047 -0.275 -0.021 -0.088 -0.098 -0.032 -0.090 -0.415 -0.148 0.067 -0.091 -0.066 -0.150 -0.058 -0.108 -0.091 -0.023 -0.357 -0.217 0.056 0.115 0.101 0.097 0.106 0.130 0.109 0.096 0.101 0.110 -0.089 -0.086 -0.123 -0.370 -0.097 -0.081 1.375 -0.354 -0.099 -0.068 -0.062 -0.012 -0.192 -0.190 -0.004 -0.049 -0.067 -0.137 -0.394 0.103 0.104 0.096 0.093 0.104 0.109 0.106 0.109 0.116 0.118 0.112 0.109 0.109


(2)
# C26H48F6LiO21P

A molecular structure, C26H48F6LiO21P at a distorted geometry (wB97M-V/def2-TZVPD, the Open Molecules 2025 dataset).

ORCA input file:
```
! wB97M-V def2-TZVPD RIJCOSX def2/J DEFGRID3
* xyz 0 1
Li 2.69939 1.18965 0.18187
P 0.19723 0.12227 0.53084
F -0.72049 0.31132 1.87606
F -0.13176 -1.50725 0.59405
F -1.05152 0.32905 -0.48409
F 1.25066 -0.02438 -0.65375
F 0.64880 1.75018 0.45759
F 1.54960 -0.09283 1.40092
C 1.07694 -1.48129 3.94344
C 1.93646 -0.30279 4.37233
O 2.70511 -0.84342 5.37361
C 2.19070 -2.02669 5.83935
O 2.69335 -2.72367 6.77634
O 1.07802 -2.31093 5.09435
H 1.51083 -2.00789 3.09343
H 0.06487 -1.28142 3.59150
H 1.38641 0.54948 4.77132
H 2.63339 0.01487 3.59677
C -1.44593 -2.86389 -2.24347
C -0.26280 -2.32678 -3.02476
O -0.17355 -3.27253 -4.11580
C -1.03230 -4.30621 -3.89317
O -1.35191 -5.18532 -4.77741
O -1.59059 -4.20682 -2.69195
H -2.36240 -2.28906 -2.37672
H -1.14601 -3.01936 -1.20715
H 0.63526 -2.53891 -2.44459
H -0.37895 -1.25977 -3.21477
C 4.20776 6.80008 1.81450
C 4.03013 5.66776 2.82103
O 4.03206 4.34788 2.20574
C 2.91876 3.50675 2.29810
O 2.87004 2.40031 1.70876
O 1.85043 4.11971 2.91903
C 0.59669 3.49667 2.98600
H 5.16552 6.89257 1.30242
H 3.92598 7.79340 2.16381
H 3.61699 6.78530 0.89860
H 3.10606 5.89590 3.35220
H 4.88733 5.64566 3.49394
H 0.61339 2.41864 2.82577
H -0.24813 3.87212 2.40857
H 0.23862 3.71225 3.99267
C -1.15960 3.07017 -3.73789
C -1.92427 2.15372 -2.78214
O -1.97375 0.85252 -3.19295
C -2.81042 0.35966 -4.12549
O -3.62126 1.07449 -4.68470
O -2.46278 -0.88762 -4.40068
C -3.08957 -1.64859 -5.42786
H -0.26502 2.61288 -4.16061
H -0.95028 4.10970 -3.48554
H -1.83509 3.26697 -4.57039
H -2.93346 2.50781 -2.57182
H -1.56204 2.04657 -1.75968
H -3.09160 -2.66158 -5.02542
H -2.45807 -1.58061 -6.31369
H -4.13388 -1.37146 -5.57175
C -4.11145 -0.53562 -0.03824
C -5.14669 -0.61438 1.10969
O -4.24752 -0.55015 2.26466
C -4.50876 -1.42041 3.27222
O -5.29799 -2.38131 3.23062
O -3.83857 -1.07998 4.41850
C -3.16827 0.17078 4.56521
H -3.25313 -1.16350 0.20081
H -3.73218 0.46481 -0.24658
H -4.48562 -0.98831 -0.95647
H -5.73189 -1.53338 1.07720
H -5.96209 0.10878 1.09359
H -2.19704 0.06368 4.08216
H -2.90637 0.40114 5.59791
H -3.73512 0.96388 4.07759
C 1.96341 -4.87001 -0.43443
C 0.91733 -4.53509 0.60726
O -0.14443 -5.52680 0.69146
C 0.13172 -6.71943 1.18770
O 1.08312 -7.00899 1.97206
O -0.73782 -7.61279 0.71863
C -0.42834 -8.98723 0.89519
H 1.75348 -5.47538 -1.31621
H 2.77367 -5.43571 0.02552
H 2.47606 -3.93328 -0.65318
H 0.42326 -3.60457 0.32777
H 1.32477 -4.35309 1.60173
H -0.41965 -9.24291 1.95475
H 0.53524 -9.24490 0.45565
H -1.18780 -9.61041 0.42297
C 1.23075 6.41895 -1.95716
C 2.15033 5.30313 -1.56414
O 2.20588 4.43756 -2.63488
C 2.45698 3.13576 -2.48037
O 2.59923 2.51202 -1.42001
O 2.57595 2.57982 -3.69160
C 2.62462 1.21206 -3.87206
H 1.53180 6.70150 -2.96594
H 1.22195 7.28723 -1.29829
H 0.24798 5.95750 -2.05366
H 1.85640 4.85023 -0.61726
H 3.16494 5.70062 -1.58979
H 2.92531 0.93577 -4.88268
H 1.63971 0.74676 -3.83261
H 3.27744 0.82044 -3.09196
*
```

orbital gap = 9.854 eV
lowest unoccupied orbital energy = -0.35 eV

These are the Löwdin partial charges, in e, on atoms 1 to 99: 0.727 0.281 -0.139 -0.161 -0.127 -0.181 -0.216 -0.191 -0.130 -0.160 0.048 -0.435 0.084 0.065 0.118 0.114 0.132 0.120 -0.111 -0.099 0.050 -0.501 0.053 0.074 0.124 0.113 0.122 0.113 -0.066 -0.179 0.027 -0.400 -0.004 -0.021 -0.052 0.077 0.082 0.057 0.118 0.127 0.072 0.103 0.100 -0.026 -0.250 -0.001 -0.552 0.129 -0.034 0.007 0.072 0.068 0.076 0.129 0.102 0.093 0.111 0.103 -0.057 -0.157 -0.018 -0.502 0.092 -0.011 -0.047 0.069 0.068 0.072 0.113 0.121 0.068 0.095 0.096 -0.058 -0.182 0.038 -0.556 0.066 0.004 -0.048 0.090 0.073 0.073 0.079 0.123 0.096 0.098 0.093 -0.048 -0.254 0.048 -0.499 0.032 0.011 -0.049 0.089 0.086 0.076 0.131


(3)
# C8H32O9

10 unconnected molecules or ions with the total composition C8H32O9 at a distorted geometry (wB97M-V/def2-TZVPD, the Open Molecules 2025 dataset).

ORCA input file:
```
! wB97M-V def2-TZVPD RIJCOSX def2/J DEFGRID3
* xyz 0 1
C 0.51735 2.10208 0.62206
C 1.24783 1.65326 -0.39602
C 0.88474 0.47018 -1.25709
C 0.39921 0.82279 -2.44582
C -0.01302 -0.10020 -3.56152
C 1.13730 -0.98617 -0.88834
C 1.00262 -1.20088 0.62739
C 1.10391 -2.65092 1.03387
H -0.32876 1.51232 0.94807
H 0.78005 2.99766 1.16770
H 2.04607 2.29302 -0.77209
H 0.28706 1.84158 -2.77862
H 0.80142 -0.30051 -4.26280
H -0.80974 0.35112 -4.15816
H -0.39394 -1.05233 -3.18827
H 0.37396 -1.59605 -1.37165
H 2.13066 -1.22432 -1.26090
H 1.79182 -0.58823 1.06528
H 0.08651 -0.71819 0.98224
H 1.93083 -3.11275 0.48898
H 1.43308 -2.74690 2.07256
H 0.21080 -3.25262 0.88043
O -3.19337 0.39651 -1.97522
H -2.65970 0.51346 -1.17384
H -2.57839 -0.11725 -2.51688
O -1.57896 -2.71869 -1.67504
H -2.48581 -2.47499 -1.89873
H -1.62011 -2.62664 -0.71699
O 3.22288 1.27183 2.26197
H 2.43186 1.21768 1.68418
H 3.89883 0.84646 1.72049
O -2.76937 0.96607 1.45526
H -2.09233 0.92688 2.15002
H -3.54634 1.30868 1.90790
O -1.46872 -0.45132 3.50870
H -1.90739 -1.13697 4.01234
H -0.50857 -0.46245 3.64344
O 1.35962 -0.20894 3.85179
H 1.43845 -0.35711 4.79370
H 2.05289 0.36254 3.49070
O -1.73306 2.87942 -2.83062
H -2.23248 2.57641 -3.59603
H -2.34640 3.49689 -2.41901
O -2.84078 -1.85482 0.91859
H -3.26474 -0.99410 1.02737
H -1.95894 -1.76847 1.29142
O 4.12120 0.05303 -0.96901
H 3.67889 0.68034 -0.38912
H 4.26014 0.57576 -1.76784
*
```

SMILES = C=C/C(=C/C)CCC.O.O.O.O.O.O.O.O.O
orbital gap = 9.070 eV
lowest unoccupied orbital energy = 0.32 eV

Which charges does Löwdin predict for the atoms? In e, they are: 0.032 -0.155 -0.238 -0.126 -0.083 -0.148 -0.257 -0.087 0.048 0.073 0.111 0.085 0.081 0.065 0.050 0.081 0.106 0.074 0.089 0.081 0.068 0.070 -0.058 0.021 0.010 -0.060 0.041 -0.001 -0.058 -0.002 0.049 -0.064 0.013 0.058 -0.054 0.055 0.003 -0.048 0.055 0.013 -0.058 0.040 0.045 -0.058 0.016 0.005 -0.036 -0.003 0.057


(4)
# C3H9HfNO2

A molecular structure, C3H9HfNO2 at a distorted geometry (wB97M-V/def2-TZVPD, the Open Molecules 2025 dataset).

ORCA input file:
```
! wB97M-V def2-TZVPD RIJCOSX def2/J DEFGRID3
* xyz 2 1
Hf 0.20738 -0.74366 -0.61638
C 1.67460 -2.33177 -0.77318
H 1.12331 -2.64917 -1.66690
H 2.62147 -1.80820 -0.88841
H 1.56789 -2.92210 0.13587
H 1.32344 -0.70173 0.80044
H 0.63577 -0.30326 1.04657
N -1.47335 0.04290 0.51270
C -1.26920 1.57159 0.41759
C -0.05574 2.06036 -0.43994
O 0.12708 3.22712 -0.64585
O 0.77456 1.06386 -0.95865
H -2.39870 -0.21440 0.13914
H -1.49983 -0.24676 1.50630
H -2.19172 1.98900 -0.01228
H -1.16697 1.96623 1.44299
*
```

orbital gap = 8.265 eV
lowest unoccupied orbital energy = -10.88 eV

Which charges does Löwdin predict for the atoms? In e, they are: 1.717 -0.166 0.047 0.053 0.047 0.142 0.113 -0.092 -0.050 -0.476 0.236 -0.174 0.145 0.139 0.158 0.162


(5)
# C30H36IrN5S3Si

A molecular structure, C30H36IrN5S3Si at a distorted geometry (wB97M-V/def2-TZVPD, the Open Molecules 2025 dataset).

ORCA input file:
```
! wB97M-V def2-TZVPD RIJCOSX def2/J DEFGRID3
* xyz 0 1
Ir 0.04923 0.94660 0.88812
S 1.45769 3.54833 1.34082
C 0.94778 3.54729 -0.25457
N 0.26108 2.54568 -0.74460
C -0.05782 2.72667 -2.05691
C -0.79119 1.86137 -2.86060
C -1.00685 2.19392 -4.18203
C -0.53425 3.38858 -4.71572
C 0.16517 4.28228 -3.92225
C 0.41022 3.93786 -2.60630
S 1.25822 4.85754 -1.39214
H -1.18222 0.96002 -2.42250
H -1.56980 1.52822 -4.81899
H -0.72982 3.62732 -5.75198
H 0.50437 5.23530 -4.30278
C -0.99297 0.49141 4.33483
Si 0.60474 0.81640 3.28252
C 1.53957 2.19918 4.25929
C 1.85548 -0.63652 3.57156
C 2.71208 -1.03595 2.55173
C 3.72513 -1.95221 2.77061
C 3.92513 -2.47215 4.03694
C 3.07320 -2.09964 5.06330
C 2.04181 -1.20682 4.82639
H -0.76951 0.55445 5.39457
H -1.41927 -0.48510 4.13631
H -1.76029 1.22706 4.12287
H 1.74440 1.85275 5.26858
H 0.98212 3.12705 4.32684
H 2.49071 2.42471 3.78946
H 2.58208 -0.61921 1.56366
H 4.36482 -2.25310 1.95171
H 4.74091 -3.15925 4.21763
H 3.22452 -2.49681 6.05624
H 1.36888 -0.94462 5.62752
C 0.24359 -4.59266 0.60105
C 0.63852 -3.56553 1.66797
C 0.02727 -2.29256 1.40720
N -0.45567 -1.27512 1.16674
H 0.77643 -5.52302 0.77707
H 0.49369 -4.22632 -0.39205
H -0.82519 -4.79314 0.62855
H 1.72492 -3.42246 1.68534
H 0.33664 -3.90383 2.66369
C -2.06599 3.53878 2.15912
C -2.79990 2.38404 1.59617
C -4.19235 2.19809 1.56490
C -4.41572 1.04616 0.83562
C -3.15084 0.56562 0.44753
C -2.90695 -0.60828 -0.42289
N -2.18346 1.37682 0.92823
H -2.59056 3.94916 3.01984
H -1.99576 4.32592 1.40492
H -1.04995 3.25469 2.43332
H -4.92598 2.83481 2.01832
H -5.35654 0.58825 0.59678
H -3.62792 -0.59781 -1.24110
H -3.04176 -1.53833 0.13236
H -1.89467 -0.60076 -0.82422
C 2.36709 -2.04013 -5.63676
C 1.41504 -1.72675 -4.53620
C 0.05736 -1.85923 -4.63845
C -0.74681 -1.57190 -3.52291
N -0.22182 -1.13354 -2.37615
C 1.07754 -0.94928 -2.28253
S 1.83843 -0.33585 -0.91838
N 1.91491 -1.28344 -3.34224
C -2.22546 -1.73696 -3.59231
H 1.82024 -2.39877 -6.50544
H 3.07543 -2.80983 -5.32789
H 2.93010 -1.15264 -5.92488
H -0.38685 -2.19112 -5.56089
H 2.90995 -1.13666 -3.22024
H -2.50252 -2.32308 -4.46500
H -2.71331 -0.76336 -3.66174
H -2.58646 -2.22862 -2.69255
*
```

orbital gap = 4.987 eV
lowest unoccupied orbital energy = -0.90 eV

Which charges does Löwdin predict for the atoms? In e, they are: 0.837 0.627 -1.162 -0.142 -0.317 -0.023 -0.092 -0.101 -0.098 -0.471 1.029 0.079 0.094 0.098 0.106 -0.196 0.537 -0.250 -0.296 -0.161 -0.107 -0.098 -0.090 -0.100 0.016 0.014 0.010 0.024 0.012 0.000 0.008 0.103 0.099 0.099 0.098 -0.076 -0.191 -0.170 0.114 0.077 0.073 0.081 0.113 0.135 -0.077 -0.406 -0.089 -0.092 -0.399 -0.106 -0.021 0.076 0.075 -0.008 0.086 0.085 0.067 0.067 0.004 -0.004 -0.249 0.026 -0.276 0.095 -0.790 0.687 0.111 -0.008 0.088 0.096 0.098 0.119 0.140 0.083 0.094 0.084


(6)
# C4H11NO2

3 unconnected molecules or ions with the total composition C4H11NO2 at a distorted geometry (wB97M-V/def2-TZVPD, the Open Molecules 2025 dataset).

ORCA input file:
```
! wB97M-V def2-TZVPD RIJCOSX def2/J DEFGRID3
* xyz 0 1
C 1.47403 -2.73124 -1.88060
N 0.52512 -2.26478 -1.16423
C -0.52786 -3.14466 -0.86854
C -0.39236 -4.30263 -0.21187
C -1.85127 -2.69022 -1.41779
H 2.13198 -1.99662 -2.32077
H 1.42993 -3.79553 -2.07593
H 0.55471 -4.79519 -0.03559
H -1.28453 -4.87400 0.00512
H -1.71709 -2.47580 -2.48331
H -2.70103 -3.36648 -1.33803
H -2.22507 -1.74009 -1.02437
O 1.74251 5.98019 3.49172
H 1.67611 5.75783 4.42989
H 1.88824 5.18546 2.96990
O -0.58147 7.24384 1.25156
H -0.19214 7.05775 2.10872
H 0.05020 6.95217 0.56413
*
```

SMILES = C=NC(=C)C.O.O
orbital gap = 9.874 eV
lowest unoccupied orbital energy = 0.74 eV

Which charges does Löwdin predict for the atoms? In e, they are: -0.013 0.017 -0.461 0.037 -0.063 0.069 0.077 0.054 0.054 0.079 0.074 0.076 -0.056 0.043 0.038 -0.073 0.003 0.044


For the records above, the corresponding energy relative to the best compared isomer or geometry (same formula, charge and spin) values read 0.0; 157.5; 0.0; 167.8; 361.1; 236.5 kJ/mol.
For the records above, the corresponding electronic energy values read -134840.29384; -96542.25516; -27241.92703; -10127.14195; -82366.64279; -9909.79040 eV.